Here is a molecular structure, C34H34BN8PPd at a distorted geometry from the OMol25 dataset. Energies are from ωB97M-V/def2-TZVPD.

Element x y z (Å)
Pd 0.496 0.218 -0.312
C -1.612 1.367 2.317
C -2.056 1.662 0.921
C -3.249 2.259 0.512
C -3.217 2.216 -0.859
N -2.064 1.650 -1.263
N -1.350 1.318 -0.155
B -1.551 1.165 -2.664
N -1.456 -0.403 -2.571
C -1.874 -1.365 -3.408
C -1.658 -2.592 -2.818
C -1.090 -2.309 -1.577
C -0.660 -3.262 -0.510
N -0.991 -0.983 -1.429
N -0.129 1.737 -2.881
C 0.365 2.451 -3.901
C 1.715 2.637 -3.691
C 1.989 1.988 -2.484
C 3.294 1.831 -1.779
N 0.859 1.467 -2.002
N -2.399 1.597 -3.851
C -3.357 2.542 -4.045
C -3.625 2.615 -5.383
C -2.760 1.673 -5.973
C -2.610 1.336 -7.427
N -2.015 1.073 -5.062
H -2.476 1.117 2.931
H -1.122 2.226 2.779
H -0.932 0.516 2.347
H -4.038 2.645 1.136
H -3.963 2.541 -1.555
H -2.298 -1.107 -4.363
H -1.909 -3.561 -3.220
H -1.344 -4.108 -0.463
H -0.649 -2.774 0.464
H 0.339 -3.653 -0.712
H -0.272 2.770 -4.710
H 2.411 3.159 -4.326
H 4.079 2.356 -2.319
H 3.578 0.779 -1.707
H 3.249 2.237 -0.770
H -3.785 3.124 -3.253
H -4.345 3.254 -5.868
H -3.342 1.877 -8.025
H -2.752 0.270 -7.600
H -1.616 1.600 -7.789
C 3.833 3.090 1.704
C 2.457 2.984 1.675
C 1.862 1.723 1.612
C 2.646 0.564 1.557
C 4.041 0.694 1.565
C 4.627 1.941 1.651
P 1.813 -1.075 1.422
C 2.424 -2.095 2.777
C 2.838 -1.522 3.976
C 3.264 -2.335 5.018
C 3.274 -3.715 4.866
C 2.844 -4.289 3.676
C 2.412 -3.482 2.634
C 2.575 -1.725 -0.111
C 3.782 -2.411 -0.289
C 4.183 -2.756 -1.572
C 3.416 -2.415 -2.693
C 2.215 -1.730 -2.546
C 1.884 -1.391 -1.259
H 4.300 4.064 1.773
H 1.837 3.870 1.723
H 0.789 1.656 1.719
H 4.667 -0.191 1.514
H 5.705 2.029 1.678
H 2.836 -0.445 4.101
H 3.589 -1.888 5.948
H 3.614 -4.345 5.677
H 2.842 -5.365 3.559
H 2.064 -3.937 1.712
H 4.385 -2.686 0.570
H 5.101 -3.313 -1.707
H 3.749 -2.702 -3.682
H 1.593 -1.469 -3.394

Values from the calculation:
Spin multiplicity: 4
E_LUMO (spin up / spin down) in eV: -2.38 / -5.24
Total charge: +1
Gap between HOMO and LUMO (spin up / spin down) in eV: 8.406 / 6.069
M in g mol⁻¹: 702.9
HOMO (spin up / spin down) in eV: -10.7881 / -11.3132
E_tot in eV: -61170.0025



Here is a molecular structure, C34H34Br2CaN13O at a distorted geometry from the OMol25 dataset. Energies are from ωB97M-V/def2-TZVPD.

Element x y z (Å)
Ca -0.410 -0.382 -0.331
C 0.944 -1.286 3.050
N 1.685 -0.535 2.059
C 2.729 -1.208 1.323
C 2.407 -1.911 0.036
N 1.444 -1.645 -0.809
C 1.789 -2.308 -1.993
C 1.247 -2.263 -3.279
C 1.848 -3.020 -4.267
C 2.981 -3.800 -4.016
C 3.573 -3.809 -2.769
C 2.966 -3.048 -1.780
N 3.322 -2.777 -0.477
C -0.461 -1.676 2.711
N -0.990 -1.823 1.521
C -2.318 -2.214 1.750
C -3.360 -2.519 0.876
C -4.581 -2.873 1.414
C -4.787 -2.932 2.797
C -3.771 -2.643 3.682
C -2.547 -2.287 3.132
N -1.344 -1.932 3.710
H 0.892 -0.696 3.972
H 1.499 -2.197 3.292
H 1.104 0.038 1.466
H 3.238 -1.903 1.993
H 3.461 -0.445 1.031
H 0.417 -1.618 -3.523
H 1.438 -3.000 -5.269
H 3.418 -4.377 -4.820
H 4.487 -4.357 -2.578
H 4.150 -3.098 -0.007
H -3.222 -2.456 -0.191
H -5.405 -3.102 0.751
H -5.766 -3.198 3.173
H -3.922 -2.675 4.753
H -1.156 -1.888 4.696
Br -1.503 3.017 -1.813
C 0.047 2.190 -2.547
C 0.224 2.283 -3.930
C 1.329 1.730 -4.507
Br 1.505 1.840 -6.400
C 2.339 1.140 -3.717
C 3.539 0.616 -4.245
C 4.511 0.171 -3.398
C 4.280 0.254 -2.014
N 3.157 0.669 -1.486
C 2.163 1.084 -2.307
C 0.930 1.531 -1.680
O 0.697 1.333 -0.418
H -0.517 2.783 -4.537
H 3.684 0.592 -5.317
H 5.449 -0.218 -3.771
H 5.063 -0.044 -1.321
N -2.299 0.508 0.173
C -3.350 0.627 0.688
N -4.494 0.830 1.181
C -4.868 0.781 2.432
N -5.222 0.804 3.537
N -2.440 -3.193 -3.051
C -2.946 -2.039 -3.597
C -2.374 -1.021 -2.895
N -1.527 -1.539 -1.944
C -1.591 -2.847 -2.064
H -2.656 -4.128 -3.350
H -3.654 -2.040 -4.406
H -2.514 0.042 -3.007
H -1.037 -3.555 -1.469
N -1.622 4.291 2.768
C -0.405 3.967 1.946
C 0.244 2.689 2.472
N -0.690 1.579 2.574
C -1.866 1.924 3.351
C -2.591 3.143 2.785
H -2.079 5.124 2.398
H -1.334 4.493 3.726
H 0.285 4.809 1.988
H -0.733 3.820 0.918
H 0.684 2.869 3.460
H 1.048 2.419 1.788
H -0.992 1.271 1.651
H -1.554 2.129 4.382
H -2.563 1.086 3.379
H -3.468 3.410 3.373
H -2.889 2.954 1.754

Values from the calculation:
E_LUMO in eV: -2.36
Relative energy (zero: lowest compared OMol25 entry of this formula, charge and spin) in eV: 0.653
Total charge: +1
Gap between HOMO and LUMO in eV: 7.229
M in g mol⁻¹: 840.6
HOMO in eV: -9.5864
E_tot in eV: -215751.8759